Record 1
{"formula": "C30H62ClN6", "method": "wB97M-V/def2-TZVPD", "charge": 3, "orbital_gap_ev": 6.75, "relative_energy_kj_mol": 495.1, "homo_energy_ha": -0.4507, "fmax_ha_per_bohr": 0.0967, "total_energy_ev": -53551.9120, "species": ["C", "C", "C", "C", "N", "C", "C", "C", "C", "C", "H", "H", "H", "H", "H", "H", "H", "H", "H", "H", "H", "H", "H", "H", "H", "H", "H", "H", "H", "H", "C", "C", "C", "C", "N", "C", "C", "C", "C", "C", "H", "H", "H", "H", "H", "H", "H", "H", "H", "H", "H", "H", "H", "H", "H", "H", "H", "H", "H", "H", "C", "C", "N", "C", "C", "N", "C", "C", "H", "H", "H", "H", "H", "H", "H", "H", "H", "H", "H", "C", "C", "N", "C", "C", "N", "C", "C", "H", "H", "H", "H", "H", "H", "H", "H", "H", "H", "H", "Cl"], "coordinates": [[11.655975, -15.165636, 5.471964], [10.561884, -16.070806, 4.767626], [10.980188, -16.980945, 3.639263], [10.001475, -18.113570, 3.428617], [10.351293, -19.006077, 2.187862], [11.777571, -19.667707, 2.518782], [11.488094, -21.186595, 2.319579], [10.151296, -21.390329, 1.542645], [9.294510, -20.191354, 1.978805], [10.618512, -18.278620, 0.810018], [12.197081, -14.470487, 4.830034], [12.395690, -15.804870, 5.953938], [11.325387, -14.487140, 6.258374], [9.812092, -15.329542, 4.491140], [10.040179, -16.608972, 5.559018], [11.926438, -17.389591, 3.993836], [11.226534, -16.248804, 2.870266], [8.994596, -17.839099, 3.114060], [9.926840, -18.779033, 4.288668], [12.666957, -19.523527, 1.905340], [12.079641, -19.556069, 3.560123], [12.268953, -21.656225, 1.721402], [11.318892, -21.561846, 3.328866], [10.373405, -21.352546, 0.476177], [9.680042, -22.344868, 1.776870], [8.709609, -19.833179, 1.131626], [8.759207, -20.168328, 2.928027], [11.130448, -18.772216, -0.016024], [11.380190, -17.537271, 1.051595], [9.701830, -17.785445, 0.486625], [11.885790, -20.656605, 8.784399], [11.457345, -20.869150, 10.234562], [10.797488, -22.212493, 10.523870], [9.419439, -22.463399, 9.917240], [8.561053, -23.746084, 10.343714], [9.425421, -25.003832, 10.291334], [8.650473, -26.183772, 9.807223], [7.371622, -25.665621, 9.241395], [7.466123, -24.120645, 9.345419], [7.896832, -23.579785, 11.706672], [12.631969, -21.357632, 8.410412], [12.390576, -19.716103, 8.563600], [11.040240, -20.777932, 8.107316], [10.740055, -20.104792, 10.533482], [12.359164, -20.892942, 10.846333], [10.650628, -22.164275, 11.602854], [11.551501, -22.996686, 10.456060], [9.526562, -22.559508, 8.836781], [8.840103, -21.557279, 10.094487], [9.845734, -24.942410, 11.295160], [10.051093, -24.665835, 9.465260], [8.452000, -26.903878, 10.601052], [9.019889, -26.728966, 8.938680], [6.574017, -25.962042, 9.922626], [7.121006, -25.994603, 8.232903], [6.549863, -23.608852, 9.639776], [7.800552, -23.673006, 8.409538], [8.528014, -23.168190, 12.494261], [7.450943, -24.556876, 11.892663], [7.155931, -22.794139, 11.854722], [15.859275, -26.686303, 12.433628], [15.055663, -25.465396, 12.848730], [15.826408, -24.307490, 12.500415], [16.181989, -23.816242, 11.277413], [17.123916, -22.767341, 11.505776], [17.174539, -22.535843, 12.869404], [16.343453, -23.449267, 13.458286], [17.870492, -21.549465, 13.656966], [16.782072, -26.865823, 12.985268], [16.235765, -26.554367, 11.419254], [15.300785, -27.622315, 12.425699], [14.863452, -25.553312, 13.918045], [14.125202, -25.492783, 12.281652], [15.734361, -24.200496, 10.372778], [17.626153, -22.140023, 10.784241], [16.114938, -23.568452, 14.507082], [17.250150, -20.686790, 13.413927], [18.876987, -21.489050, 13.242945], [17.828029, -21.660071, 14.740501], [7.731792, -26.458331, 3.287937], [8.895139, -27.302690, 3.614303], [9.792105, -27.504363, 2.509134], [9.434376, -28.050288, 1.325617], [10.457504, -27.942293, 0.419833], [11.617060, -27.601929, 1.192411], [11.157894, -27.296098, 2.476954], [12.918815, -27.484246, 0.645467], [8.095364, -25.455224, 3.065030], [7.057461, -26.421585, 4.143521], [7.239435, -26.678056, 2.340628], [8.621871, -28.299796, 3.959553], [9.457795, -26.841832, 4.426168], [8.425276, -28.350899, 1.085284], [10.560789, -28.299231, -0.594236], [11.771161, -26.813384, 3.223469], [13.127804, -28.354957, 0.023945], [13.669248, -27.474296, 1.435943], [12.940621, -26.785192, -0.190555], [12.881614, -24.496976, 6.605285]], "atomic_forces_ev_per_a": [[0.4, -0.9, -0.3], [-0.7, 2.1, 2.1], [0.9, 0.7, 1.1], [-0.6, 0.1, -2.8], [3.2, -1.0, -1.0], [-1.4, -2.6, -0.3], [-1.0, 0.1, 0.1], [0.6, 1.0, 1.0], [1.7, 1.7, -0.6], [-0.1, 1.4, 1.8], [-0.1, -0.4, -0.6], [0.2, 0.0, -0.1], [-0.8, -0.4, 0.0], [-0.3, -0.2, -0.7], [0.2, -0.4, 0.2], [0.2, -0.3, -0.3], [-0.3, -0.8, -0.8], [-0.1, 0.7, 0.6], [0.2, -0.1, -0.1], [-0.7, 1.5, -0.4], [-0.4, 0.6, -0.2], [0.2, -0.2, 0.8], [0.6, -0.7, -0.2], [-0.4, 0.1, 0.0], [0.0, 0.1, 0.0], [-0.5, 0.0, 0.4], [-0.1, -0.8, -0.3], [-0.6, -1.3, 0.5], [-0.4, 0.4, 0.2], [0.1, -0.1, 0.0], [0.2, -0.3, -0.7], [0.0, -0.2, -1.1], [-0.1, -0.9, 1.8], [-0.2, -0.5, -0.9], [-1.0, 1.0, 0.5], [1.0, 2.1, -0.4], [-0.3, -1.4, 0.1], [-1.9, 1.8, 1.2], [0.1, 0.9, -0.9], [0.2, 0.1, 0.1], [-0.1, -0.6, 0.4], [-0.5, 0.4, 0.4], [-0.1, 0.2, -0.1], [0.4, 0.4, 0.2], [-0.2, 0.5, 0.3], [-0.2, -0.1, 0.4], [-0.3, -0.3, -0.8], [-0.1, -0.2, 0.0], [-0.5, -0.3, 0.2], [0.7, -1.0, -0.4], [1.1, -0.6, 0.5], [0.1, 0.0, -0.1], [1.4, 0.1, 0.6], [-0.3, -0.1, -0.4], [0.1, 0.1, 0.2], [0.0, -0.2, 0.0], [-0.1, -0.1, -0.1], [1.1, -1.1, -0.1], [0.1, 0.2, 0.6], [-0.6, -0.1, -1.5], [0.8, -0.7, -0.8], [-0.2, -2.0, -0.5], [0.9, 3.8, 2.2], [2.0, 1.4, 0.5], [-2.0, -1.1, -0.2], [-2.4, -3.9, 0.7], [0.5, -1.0, -2.0], [-0.3, 1.5, -1.1], [-0.2, 0.3, 0.5], [-0.3, 0.0, -0.2], [-0.2, 0.2, 0.2], [-0.1, 0.7, -0.1], [-0.1, 0.3, 0.2], [0.4, 0.0, -0.1], [0.0, -0.1, 0.1], [0.3, 0.1, 0.0], [0.8, 0.8, 0.3], [0.0, 0.4, 0.5], [0.1, -0.7, -0.3], [-0.4, 1.4, -0.8], [0.6, -1.0, 1.4], [3.5, -0.2, -0.5], [-0.5, 0.8, -2.3], [1.5, -1.0, 2.2], [-4.5, 0.7, 1.9], [-0.6, -0.3, -2.8], [1.2, -0.9, -1.2], [0.0, 0.3, 0.4], [-0.2, 0.0, -0.3], [-0.4, -0.7, 0.4], [-0.2, 0.0, 0.1], [0.2, -0.1, 0.0], [0.0, 0.0, 0.3], [-0.1, 0.1, 0.1], [-0.1, -0.2, 0.3], [-0.1, -0.7, 0.6], [0.0, 0.7, -0.4], [0.2, 1.1, 0.9], [-0.4, 0.1, 0.1]]}

Record 2
{"formula": "C30H62N2O6S", "method": "wB97M-V/def2-TZVPD", "orbital_gap_ev": 8.43, "homo_energy_ha": -0.3304, "fmax_ha_per_bohr": 0.0300, "total_energy_ev": -58213.1141, "species": ["O", "C", "C", "C", "C", "C", "C", "C", "C", "N", "S", "N", "C", "C", "H", "H", "H", "H", "H", "H", "H", "H", "H", "H", "H", "H", "C", "C", "O", "C", "C", "H", "H", "H", "H", "H", "H", "H", "H", "H", "H", "C", "C", "O", "C", "C", "H", "H", "H", "H", "H", "H", "H", "H", "H", "H", "C", "C", "O", "C", "C", "H", "H", "H", "H", "H", "H", "H", "H", "H", "H", "C", "C", "O", "C", "C", "H", "H", "H", "H", "H", "H", "H", "H", "H", "H", "C", "C", "O", "C", "C", "H", "H", "H", "H", "H", "H", "H", "H", "H", "H"], "coordinates": [[0.579385, 1.977410, 0.403447], [0.988520, 3.039342, -0.465773], [1.076985, 4.340765, 0.377631], [-0.011504, 5.427834, 0.089730], [-1.358867, 4.902404, -0.464715], [-2.063037, 3.888142, 0.430766], [-2.158624, 4.045736, 1.880601], [-2.787634, 3.097612, 2.628180], [-3.349840, 1.936112, 2.002722], [-3.960820, 0.930930, 2.656467], [-4.379688, -0.113554, 1.476012], [-3.822864, 0.618390, 0.121548], [-3.271078, 1.755379, 0.567634], [-2.613626, 2.796388, -0.181597], [-0.168623, 1.486885, 0.044707], [0.398710, 3.125448, -1.392537], [2.026036, 2.805461, -0.783803], [2.059342, 4.800089, 0.154205], [1.123299, 4.071876, 1.447363], [-0.210976, 5.967658, 1.034729], [0.434734, 6.178147, -0.588857], [-1.225438, 4.539812, -1.496343], [-2.035986, 5.782202, -0.529769], [-1.697711, 4.925541, 2.338981], [-2.861741, 3.225965, 3.712433], [-2.566930, 2.675107, -1.271854], [1.858014, 1.538578, 4.917806], [2.131822, 2.386385, 3.687287], [3.456481, 2.890924, 3.626596], [4.489365, 1.922266, 3.594284], [4.406429, 0.981813, 2.403570], [2.055769, 2.110573, 5.827301], [0.816579, 1.210657, 4.928128], [2.488257, 0.648414, 4.949646], [1.472367, 3.256232, 3.704649], [1.893547, 1.837071, 2.771173], [4.512651, 1.360551, 4.534821], [5.427258, 2.478812, 3.544475], [3.487436, 0.394440, 2.408759], [5.248034, 0.286896, 2.411531], [4.427853, 1.546619, 1.469430], [0.712034, -1.854675, 7.020345], [2.128471, -2.291169, 6.685422], [3.117607, -1.341748, 7.043223], [3.199246, -1.004557, 8.417017], [3.503310, -2.187424, 9.320645], [0.479886, -0.906831, 6.530577], [-0.004790, -2.607039, 6.687510], [0.571358, -1.712172, 8.092796], [2.211694, -2.424464, 5.605722], [2.354396, -3.263696, 7.136104], [2.284248, -0.493404, 8.736494], [4.005989, -0.274997, 8.503414], [2.721528, -2.947144, 9.277966], [3.593248, -1.857969, 10.356877], [4.439430, -2.663467, 9.022793], [-3.440014, -0.641043, -2.884438], [-4.195387, -1.148770, -4.100907], [-3.515168, -2.168320, -4.814121], [-3.228336, -3.352770, -4.091906], [-4.462709, -4.057491, -3.555178], [-2.456298, -0.265209, -3.177071], [-3.993345, 0.162859, -2.401906], [-3.282842, -1.425825, -2.143741], [-4.330466, -0.325252, -4.803742], [-5.199821, -1.486175, -3.822763], [-2.517528, -3.141096, -3.285152], [-2.713877, -4.017300, -4.788647], [-5.012193, -3.437028, -2.845678], [-4.180546, -4.979926, -3.044868], [-5.145402, -4.304635, -4.370835], [6.055652, 4.287001, -3.822875], [4.917915, 4.653226, -2.884675], [4.722761, 3.723425, -1.833779], [5.817343, 3.528406, -0.953900], [6.253489, 4.790679, -0.230281], [5.888157, 3.299493, -4.257349], [6.131179, 5.017688, -4.629766], [7.016806, 4.259289, -3.307746], [3.985156, 4.672462, -3.450479], [5.055504, 5.661635, -2.479191], [6.657788, 3.074311, -1.490377], [5.488440, 2.793543, -0.217909], [6.600429, 5.560228, -0.921665], [7.069212, 4.568157, 0.459185], [5.421062, 5.210978, 0.337568], [-6.661978, -8.861381, -7.658276], [-6.670139, -7.459626, -7.071544], [-5.965797, -7.348865, -5.847168], [-4.587809, -7.677399, -5.883696], [-3.782730, -6.811737, -6.837502], [-7.084228, -9.574359, -6.947338], [-7.250296, -8.890778, -8.576784], [-5.652417, -9.197709, -7.898665], [-7.699965, -7.171583, -6.856371], [-6.289760, -6.731191, -7.795799], [-4.457915, -8.741044, -6.112422], [-4.209344, -7.532232, -4.870443], [-4.114292, -6.922485, -7.870850], [-2.726223, -7.081352, -6.795026], [-3.885603, -5.757355, -6.572191]], "atomic_forces_ev_per_a": [[-0.3, -0.2, -0.2], [1.2, 0.1, 0.6], [0.1, 0.4, -0.6], [0.2, -0.2, 0.5], [-0.1, 1.0, 0.5], [0.1, -0.4, -0.3], [0.1, -0.3, -0.9], [0.1, 0.4, 0.3], [0.1, 0.0, 0.1], [0.1, 0.0, -1.5], [0.1, 0.1, 0.0], [-0.1, 0.3, 1.4], [0.4, 0.9, 0.6], [-0.3, -0.6, -0.4], [0.1, 0.2, -0.1], [-0.1, 0.0, 0.5], [-0.5, 0.0, 0.0], [-0.4, -0.1, 0.2], [-0.2, -0.1, -0.5], [0.1, -0.1, -0.4], [-0.5, -0.3, 0.1], [-0.2, -0.1, 0.5], [0.3, -0.4, -0.1], [-0.3, -0.4, -0.1], [0.0, -0.2, -0.4], [0.1, 0.1, 0.4], [0.2, 0.0, 0.1], [-0.1, -0.2, 0.0], [0.1, 0.3, 0.0], [0.0, -0.1, 0.0], [-0.1, 0.0, 0.0], [0.0, 0.0, 0.0], [0.0, 0.0, 0.0], [-0.1, 0.0, 0.0], [0.2, 0.1, 0.0], [0.0, 0.0, 0.0], [0.0, -0.1, 0.0], [-0.1, 0.1, 0.0], [0.0, 0.0, 0.0], [0.0, 0.0, 0.0], [0.0, 0.0, 0.0], [0.0, 0.1, 0.1], [-0.1, 0.0, 0.1], [0.2, 0.1, -0.2], [-0.1, 0.0, 0.1], [0.0, -0.1, -0.1], [0.0, 0.0, 0.0], [0.0, 0.0, 0.0], [0.0, -0.1, 0.0], [0.1, 0.1, 0.0], [0.0, 0.0, 0.0], [0.0, -0.1, 0.0], [0.0, 0.0, -0.2], [0.0, 0.0, 0.1], [0.0, 0.0, 0.0], [0.0, 0.0, 0.0], [0.1, -0.1, -0.1], [0.0, 0.0, 0.1], [0.1, 0.0, -0.3], [0.0, 0.0, 0.1], [-0.1, 0.1, 0.0], [0.0, 0.0, 0.0], [0.0, 0.0, 0.0], [-0.1, 0.1, 0.1], [0.1, -0.1, -0.1], [0.0, 0.0, 0.1], [0.0, 0.0, 0.1], [0.0, 0.1, -0.1], [0.1, 0.0, 0.1], [0.0, 0.0, 0.0], [0.0, -0.1, 0.0], [0.1, -0.1, 0.1], [0.1, 0.1, -0.1], [-0.3, -0.1, 0.0], [0.1, 0.1, 0.0], [-0.1, 0.1, -0.1], [0.0, 0.0, 0.0], [0.0, 0.0, 0.0], [0.0, 0.1, 0.0], [-0.1, -0.1, 0.1], [0.1, 0.0, 0.0], [0.0, 0.1, 0.0], [-0.1, 0.0, -0.1], [0.1, 0.0, 0.0], [0.0, 0.0, 0.0], [0.0, -0.1, 0.0], [0.1, -0.1, 0.1], [0.0, -0.1, -0.1], [-0.1, 0.1, 0.2], [0.1, 0.0, -0.1], [-0.1, 0.1, -0.1], [0.0, 0.0, 0.0], [0.0, 0.0, 0.0], [0.0, 0.0, -0.1], [0.1, 0.0, 0.2], [0.0, 0.0, 0.0], [0.0, 0.0, -0.1], [-0.2, 0.0, 0.0], [0.1, -0.1, 0.0], [0.0, 0.0, 0.0], [0.0, 0.0, 0.0]]}